Here is 4 unconnected molecules or ions with the total composition C32H42BBr2F33NO6S from the OMol25 dataset. Energies are from ωB97M-V/def2-TZVPD.

Geometry as XYZ:
```
118
Properties=species:S:1:pos:R:3:forces:R:3:mulliken_charge:R:1
F -2.537 -1.167 4.376 0.01 0.45 -0.18 -0.346
F -7.109 3.256 -4.404 0.04 -0.04 0.02 -0.270
C 5.044 1.081 2.235 1.09 -2.28 0.01 2.733
C 0.158 -0.786 4.272 0.39 0.35 -0.28 -0.921
N 6.825 -0.760 1.980 0.13 -0.08 0.54 -0.206
H 6.353 -3.911 1.184 -0.09 -0.30 -0.13 0.282
F -4.230 0.832 0.495 -0.17 -0.14 -0.25 -0.307
F -11.702 -8.058 -0.978 0.07 0.01 -0.19 -0.220
F -2.072 2.283 2.295 0.35 0.16 0.09 -0.330
F 9.194 5.250 -2.180 -0.11 -0.02 -0.04 -0.255
F -1.997 0.764 0.649 0.52 -0.35 -0.24 -0.244
C -3.290 0.115 2.642 -0.57 -0.69 -0.01 0.449
F -13.614 -7.059 -0.616 0.05 0.04 0.01 -0.258
F -7.559 -0.986 -2.317 0.05 0.07 -0.18 -0.299
H -12.058 -6.959 0.641 0.00 0.06 -0.02 0.230
C -7.036 2.278 -3.470 -0.05 0.29 0.06 0.062
H 1.380 -3.620 -0.904 0.03 -0.20 -0.22 0.401
C 1.583 -0.191 4.278 -0.03 -0.62 0.54 -0.430
H 7.719 -3.725 2.302 0.07 -0.26 0.12 0.351
C 8.093 5.788 -4.205 0.08 -0.02 -0.25 0.091
H 7.491 -0.016 1.819 -0.13 0.16 -0.02 0.348
F 8.591 4.641 -4.721 0.03 0.03 0.03 -0.262
C -12.275 -6.972 -0.429 -0.07 -0.11 0.16 0.203
H 6.060 0.245 3.983 0.03 -0.27 -0.08 0.347
C 5.487 -0.311 1.640 0.07 0.42 -1.27 -1.356
C -6.574 -1.592 -3.008 0.38 0.29 0.45 0.838
H -0.819 -0.807 2.374 0.06 0.11 -0.46 0.022
H 0.247 -1.839 4.039 -0.12 -0.31 0.09 0.288
H -6.294 -2.653 -4.879 0.01 -0.03 0.10 0.230
H -4.262 0.602 -2.359 0.03 0.02 -0.06 0.391
H -5.829 0.616 -1.613 -0.23 0.03 -0.09 0.376
H 3.537 -1.097 4.309 0.20 -0.16 0.19 0.518
H 8.062 6.541 -4.998 0.01 0.02 0.04 0.259
O 3.659 0.915 2.247 -0.67 1.11 -0.44 -0.932
O -10.405 -5.544 -0.989 -0.16 -0.75 -0.16 -0.407
C 9.013 6.247 -3.067 -0.15 -0.19 0.60 0.901
F -7.731 -6.554 -3.109 0.00 0.12 -0.16 -0.311
H -0.271 -0.720 5.264 -0.20 0.12 0.17 0.479
F -7.227 -0.932 -5.205 -0.06 0.18 0.10 -0.219
F -12.312 -4.669 -0.362 -0.08 0.04 0.01 -0.303
C 2.042 -0.898 1.100 0.95 0.40 -0.35 0.168
F -2.333 0.999 4.644 -0.03 -0.23 -0.45 -0.346
F 10.220 6.475 -3.667 0.00 0.14 -0.14 -0.332
H 8.190 8.273 -2.987 -0.18 -0.17 -0.11 0.339
F -6.301 -2.754 -2.366 -0.06 -0.08 0.04 -0.307
C -11.769 -5.679 -1.081 0.42 0.45 -0.20 0.797
C 7.223 -1.927 1.215 -0.29 -0.51 -0.15 -0.320
Br 3.689 -1.520 -1.206 0.35 -0.23 0.09 -0.182
F -5.393 1.238 -4.815 -0.14 -0.02 0.02 -0.287
C 4.587 2.398 0.121 0.30 -0.39 0.01 -0.991
C -0.762 -0.138 3.222 -0.17 -0.52 0.53 -0.484
C -2.178 0.001 3.723 -0.01 -0.51 0.55 0.738
C 6.832 -3.250 1.893 0.29 0.43 0.01 -1.115
H -9.931 -4.832 -2.893 -0.15 -0.17 -0.12 0.386
H 5.641 3.320 5.564 0.01 -0.20 0.13 0.322
F -3.276 -1.038 1.910 0.00 0.83 0.50 -0.265
C 6.439 2.333 4.077 -0.31 -0.14 1.09 -0.560
H 2.343 -2.092 3.482 -0.12 -0.25 0.23 0.418
H 6.183 3.240 3.545 0.11 0.13 -0.25 0.316
C 2.677 -1.067 3.648 0.18 0.91 -0.79 -1.389
C 6.162 6.164 -0.244 -0.09 -0.30 0.31 0.275
C -5.651 1.628 -3.547 0.14 -0.49 -0.36 0.941
C -9.011 -6.811 -2.717 -0.17 -0.14 0.58 0.921
F -12.216 -5.545 -2.344 0.10 -0.18 0.05 -0.288
Br 1.284 0.624 0.086 -0.11 -0.05 0.07 -0.167
H -0.354 0.813 2.918 -0.09 0.25 -0.22 0.493
F -3.019 2.681 0.333 0.03 0.16 -0.18 -0.320
H 9.642 7.974 -2.075 0.04 -0.05 0.01 0.394
F 6.317 8.463 -0.073 -0.05 0.04 0.02 -0.304
O 4.520 -1.237 1.955 -0.06 -0.05 0.23 -0.464
F -4.777 2.631 -3.254 -0.04 0.09 0.18 -0.310
C -9.541 -5.494 -2.120 0.05 0.66 0.05 -0.679
F 4.812 6.169 -0.194 0.07 0.13 -0.06 -0.275
H 1.198 -1.276 1.657 -0.38 0.02 0.16 0.024
H -8.653 -5.000 -1.729 0.05 -0.05 0.02 0.352
B 3.245 -0.484 2.196 0.10 -0.98 1.00 0.209
F -10.996 -7.667 -3.743 -0.09 0.08 0.22 -0.227
H 5.466 -0.191 0.536 0.01 0.17 -0.02 0.458
F 6.006 7.694 -2.078 0.09 -0.19 0.02 -0.294
O 8.015 7.496 -1.062 -0.19 -0.74 -0.16 -0.385
F -9.075 -8.523 -4.321 0.01 0.05 0.04 -0.267
F -8.026 1.398 -3.722 0.07 -0.23 -0.01 -0.224
H 1.591 0.807 3.850 -0.03 0.23 -0.24 0.403
F 6.558 5.082 -0.933 0.10 0.05 -0.29 -0.190
H 1.847 -0.050 5.323 0.02 0.15 0.25 0.425
H 5.802 3.075 1.695 0.38 0.03 0.10 0.013
H 5.070 2.882 -0.721 0.08 0.29 -0.08 0.333
S -3.117 1.530 1.401 -1.06 0.31 0.47 1.460
H 0.352 -2.606 0.115 -0.21 -0.15 0.11 0.329
H 8.296 -1.920 1.058 0.28 0.18 0.07 0.511
C -7.034 -2.000 -4.414 0.01 -0.11 -0.22 0.186
C 5.592 2.112 1.236 -1.24 0.68 -0.14 -0.715
H 6.775 -1.920 0.216 -0.12 0.18 -0.16 0.198
H 6.144 -3.047 2.700 -0.22 0.02 0.13 0.209
C -9.700 -7.375 -3.964 0.14 -0.04 -0.26 0.081
F -8.947 -7.757 -1.755 -0.12 -0.02 -0.06 -0.289
H 2.850 -2.807 0.799 0.47 -0.12 0.00 0.511
F 6.842 5.543 -3.780 -0.06 0.07 0.25 -0.206
C 6.645 7.456 -0.915 0.36 0.41 -0.27 0.775
O -5.415 -0.862 -3.030 -0.46 0.23 -0.58 -0.377
H 6.558 6.095 0.772 0.02 0.11 -0.02 0.224
H 6.477 1.715 0.751 0.50 0.01 0.26 0.163
F -8.216 -2.663 -4.305 0.02 -0.04 0.03 -0.246
F -4.508 0.198 3.240 0.87 -0.02 -0.45 -0.294
H 7.490 2.100 3.960 0.31 0.09 -0.33 0.295
C 8.669 7.553 -2.323 0.06 0.65 0.09 -0.740
H -9.627 -6.667 -4.794 -0.01 0.03 0.04 0.278
C 1.197 -2.606 -0.569 0.17 -0.01 0.37 -1.413
C -5.323 0.484 -2.569 0.27 -0.18 0.54 -0.781
H 4.675 1.234 4.318 -0.31 0.05 0.09 0.172
O 6.300 2.621 5.500 0.08 0.16 -0.35 -0.617
H 3.770 3.000 0.489 -0.30 0.15 0.00 0.282
H -7.194 2.725 -2.485 0.02 -0.04 0.01 0.290
F -4.277 2.352 2.119 -0.01 0.10 0.05 -0.350
C 2.406 -2.046 0.171 -0.96 0.47 -0.28 0.215
H 0.944 -1.975 -1.405 -0.13 0.12 -0.27 0.368
H 4.182 1.465 -0.244 -0.28 -0.20 -0.13 0.084
C 5.555 1.158 3.691 -0.01 0.85 0.12 -1.277
```
Positions in Å, forces in eV/Å.

Properties
- HOMO-LUMO gap: 6.57 eV
- M: 1366.31 g/mol
- Max |F|: 0.0491 hartree/bohr
- Net charge: -1

=====

Here is 2 unconnected molecules or ions with the total composition C32H42BBr2N2O10P from the OMol25 dataset. Energies are from ωB97M-V/def2-TZVPD.

Geometry as XYZ:
```
90
Properties=species:S:1:pos:R:3:forces:R:3:mulliken_charge:R:1
H 0.986 1.669 3.557 1.02 -0.18 -0.94 0.475
O -6.640 -1.258 4.501 0.26 0.27 -0.16 -0.434
H 6.949 -2.710 -7.693 0.01 0.01 0.16 0.300
C -0.877 -2.072 0.426 0.00 0.99 0.49 -1.023
C 0.343 -1.071 0.377 0.95 0.98 0.01 0.695
O 7.145 -1.346 -5.730 -0.03 -0.32 0.17 -0.505
O 2.210 3.185 -1.235 0.51 0.09 0.04 -0.541
O -7.181 -3.582 -0.330 0.38 1.08 1.45 -0.601
C -3.512 -1.742 0.480 -0.56 1.90 2.90 0.756
H -6.931 -0.887 1.381 1.14 -0.33 -0.72 0.338
H 4.182 2.815 -1.705 -0.54 0.14 1.20 0.394
O -0.111 -0.376 3.896 -0.32 0.05 -0.99 -0.458
H 0.140 4.387 1.965 0.87 -0.85 -0.55 0.531
H -2.119 -1.694 -1.788 -1.00 -0.30 0.42 -0.092
C -3.132 0.043 2.948 -0.16 -0.99 -2.53 0.072
O -3.855 0.451 -1.705 -0.26 -0.66 -0.05 -0.566
H 6.018 -3.928 -6.768 0.13 -0.05 0.08 0.294
H -4.997 1.953 5.046 0.62 -0.71 0.91 0.321
O -3.753 -2.540 -0.635 0.76 1.45 0.66 -0.617
C 4.538 -0.773 -1.859 0.04 -0.10 -0.49 0.497
C 3.570 3.055 -0.778 0.94 0.21 -0.68 0.331
H -2.673 3.698 4.141 0.50 -0.99 -0.66 0.480
C 6.953 -3.374 -6.833 -0.03 0.02 -0.30 -0.727
H -4.466 0.465 -0.946 0.37 -0.24 -0.38 0.334
H -7.443 -2.848 -0.921 0.25 -0.78 0.27 0.348
H -1.717 2.775 2.809 -0.53 0.15 0.92 0.171
H 5.375 -0.005 -1.868 -0.71 -1.12 0.23 0.342
C 2.548 0.885 0.390 -1.06 -0.97 -0.41 1.572
H -6.119 -0.218 -2.454 0.45 -0.94 -0.63 0.287
H 3.067 3.602 2.248 -0.99 -0.54 0.43 0.496
C -2.187 -1.453 1.056 0.03 0.38 0.52 0.962
H 2.609 -0.483 -2.927 0.54 0.75 0.97 0.475
H 3.669 -2.347 -0.455 0.79 1.12 0.01 0.172
H 1.555 4.656 0.871 -0.80 -0.92 0.67 0.203
H -1.082 2.935 4.497 -1.12 -0.30 -0.70 0.161
C 4.772 -1.810 -3.044 -0.58 0.26 0.84 -1.228
H 4.184 2.195 1.263 -0.67 -0.31 -1.04 0.581
C -3.994 -0.769 -2.453 -0.52 -0.41 -0.85 0.188
H 3.811 -2.415 -3.116 1.15 0.60 -0.16 0.166
H -3.896 1.933 6.477 -0.03 -0.90 -0.78 0.387
C 1.854 1.752 2.841 -0.35 0.06 -0.49 -1.315
Br 1.635 4.252 4.240 0.49 -0.26 -0.53 -0.137
H 4.616 1.217 -0.180 -0.89 0.77 0.66 0.191
H 5.597 -2.512 -2.746 -0.76 0.81 -0.59 0.380
H 5.461 -2.267 -0.545 -0.97 0.87 0.21 0.470
C -6.181 -1.408 0.704 0.28 -0.13 0.83 -1.337
P -2.757 1.147 4.404 1.05 -1.32 1.19 0.323
C -6.119 -0.508 3.788 -0.37 1.08 -0.49 0.549
H 4.888 4.859 -1.009 -0.82 -0.50 0.91 0.349
B -6.563 -2.994 0.814 0.08 -0.07 -0.71 0.760
C 4.531 -1.615 -0.509 0.92 -0.18 -0.67 -1.168
C 3.183 0.061 -2.112 -0.38 -1.07 0.94 -1.370
O 7.092 -3.156 -4.540 0.14 0.17 -0.37 -0.488
H 1.050 -1.629 -1.738 0.00 0.59 1.25 0.333
H 2.092 2.685 -2.064 0.18 0.27 0.66 0.377
H 0.640 3.117 0.700 0.40 0.54 0.90 0.200
H 4.595 -0.951 0.394 -0.30 -0.83 -0.74 0.269
C 1.195 -1.005 -0.817 0.88 2.32 2.46 -1.097
C -1.953 -0.595 2.258 -2.48 -0.17 -0.86 -0.169
C 2.305 0.004 -0.800 -1.90 -0.13 1.00 0.789
C 2.029 3.287 2.517 -0.71 0.03 -0.17 0.120
N -5.654 0.367 3.028 0.85 -2.24 0.36 -0.674
C 4.170 4.438 -0.239 0.11 -0.55 -0.61 -1.466
H 4.762 4.198 0.687 -0.66 0.65 -0.79 0.331
O -0.802 -3.212 0.022 -0.11 1.09 0.10 -0.534
H -3.257 -2.818 -2.622 0.00 0.85 1.03 0.365
C 0.571 -0.184 1.558 0.40 0.11 -1.39 0.510
H 3.383 5.225 -0.088 0.70 -0.93 0.13 0.316
H -6.442 -4.677 1.709 0.06 0.57 0.59 0.292
H -5.878 -2.000 -2.215 0.38 0.64 -0.86 -0.022
H -6.380 -1.003 -0.328 0.39 -0.48 1.02 -0.123
H 7.808 -4.045 -6.866 -0.13 -0.03 0.09 0.279
C -0.458 -0.371 2.739 0.08 -0.19 -1.15 -0.895
C -4.695 -1.141 1.182 1.21 0.68 0.83 0.667
C 1.666 0.825 1.599 -0.29 -1.76 -2.13 0.240
H -4.689 0.352 5.852 0.90 0.97 -0.14 0.256
C 3.789 1.857 0.265 -0.23 -0.89 -0.42 -1.117
C -5.524 -1.112 -2.805 0.55 0.70 0.74 -0.911
C 1.000 3.861 1.458 0.36 0.75 -0.13 -1.162
Br 3.428 1.075 3.885 -0.64 0.34 -0.41 -0.043
H 4.995 -1.294 -4.020 -0.22 -0.61 0.97 0.288
H -5.650 -1.231 -3.918 0.00 -0.07 1.29 0.384
C -4.208 1.333 5.581 -1.43 1.34 -1.36 -1.016
N 7.074 -2.555 -5.597 0.04 0.12 0.08 0.855
C -3.202 -1.988 -1.848 0.01 0.07 -1.75 -0.185
H 3.365 1.107 -2.476 0.01 -1.07 0.43 0.091
C -2.030 2.801 3.888 0.12 0.57 0.26 -0.744
H -3.513 -0.550 -3.459 -0.24 -0.22 1.31 0.424
O -6.287 -3.743 1.971 -0.47 0.11 -2.35 -0.522
C -4.470 -0.258 2.374 1.96 -0.90 -1.42 0.550
```
Positions in Å, forces in eV/Å.

Properties
- HOMO-LUMO gap: 6.55 eV
- M: 816.29 g/mol
- Max |F|: 0.0683 hartree/bohr
- Energy above the lowest of the compared OMol25 structures with the same formula, charge and spin: 582.8 kJ/mol
- SMILES: CC(C)Cc1cc2c(c([C@@H](Br)[C@@H](C)Br)c1C[C@H](C)O)C(=O)c1c(c(OC[C@@H](C)O)c(CB(O)O)c(N=C=O)c1P(C)C)C2=O.C[N+](=O)[O-]

=====

- max |F| of number 2 (C32H42BBr2N2O10P)?
  0.0683 hartree/bohr